[1]
C41H34BrCrN6O9S | the ωB97M-V functional and the def2-TZVPD basis

Each line ends with the Mulliken spin population.
CARTESIAN COORDINATES (ANGSTROEM)
H 3.309 0.643 0.503  0.00
O -1.624 -2.606 0.950  0.01
C -2.750 2.553 0.671  0.00
H 2.752 -1.337 4.604  0.00
S -3.508 -0.617 0.010  0.02
H -3.080 1.530 2.498  0.00
N 1.245 1.711 0.918  0.00
H -8.133 1.897 -2.688  0.01
H -1.902 -0.479 1.728  -0.01
C -0.412 -2.638 2.961  0.02
H -3.518 3.176 -3.010  0.05
C 2.257 3.691 1.799  0.00
C 3.082 4.796 1.661  0.00
H -1.212 1.556 -3.398  0.00
H -8.026 0.429 -1.694  0.01
C 1.854 -1.732 4.150  0.00
H 2.636 -1.829 2.141  -0.01
C -4.274 0.740 -0.829  0.13
C 1.328 0.429 0.400  -0.05
O 1.712 -0.872 6.803  0.00
O 5.103 0.025 -0.405  0.00
H 6.356 1.456 -1.071  0.00
H -1.276 -2.709 4.916  0.00
H -5.994 3.105 -3.271  -0.01
C 2.156 2.753 0.762  0.00
C 2.932 -3.438 -1.071  -0.03
H 1.697 1.526 3.419  0.00
Br -3.317 -1.278 -5.163  0.00
C -0.460 2.227 -2.978  0.01
C -3.103 -3.568 -3.483  0.00
C -2.463 -2.408 -3.882  0.00
C 5.994 0.482 -1.397  0.00
H -2.132 3.253 -1.259  -0.02
H 3.119 5.506 2.477  0.00
C -2.472 -4.400 -2.571  0.00
H -4.076 -3.817 -3.884  0.00
C -2.140 0.225 0.941  -0.02
H 6.848 -0.189 -1.522  0.00
H -2.931 -5.326 -2.251  0.00
N 0.659 -2.382 2.193  -0.05
C -0.550 -4.976 -1.023  -0.01
C -2.330 2.305 -0.761  -0.03
O -0.069 1.818 -1.680  0.01
N 0.251 -0.286 0.192  -0.02
C -6.223 1.559 -1.770  0.43
H 2.980 2.601 4.025  0.00
H -3.200 3.500 0.940  0.01
C 5.042 -2.270 -1.228  -0.01
C -0.393 -2.478 4.338  -0.01
Cr 0.302 -2.402 0.188  2.19
C -0.628 -2.881 -2.441  0.03
H 4.376 4.131 -1.393  0.00
O -2.645 -3.437 2.767  0.01
C -4.149 2.550 -2.393  0.37
N -5.555 0.685 -0.954  -0.06
O 0.198 -4.375 -0.185  -0.04
C 1.784 -1.977 2.793  0.03
H -0.738 -1.140 -3.702  0.00
C 3.782 4.015 -0.496  0.00
C -5.500 2.478 -2.539  -0.18
C -1.680 -2.963 2.187  0.00
C 3.853 4.959 0.518  0.00
H 0.362 1.953 1.342  0.00
C -1.089 1.451 -0.827  -0.03
O -0.720 -6.187 -1.129  0.01
H 0.436 2.193 -3.595  0.00
H 6.096 -2.257 -1.474  0.00
H 4.507 5.816 0.425  0.00
C -0.939 0.466 0.059  0.10
C 0.787 -1.642 6.464  0.00
O 1.495 3.563 2.933  0.00
C -1.227 -2.048 -3.378  -0.01
H 2.834 2.212 -1.190  0.00
C 1.910 2.515 3.824  0.00
C 0.744 -1.971 4.955  0.00
C 2.257 -2.329 -0.511  0.04
C -2.688 1.514 1.490  0.04
C 4.424 -1.161 -0.694  0.00
C 3.063 -1.199 -0.361  -0.08
H 2.372 -4.356 -1.206  0.00
H -0.846 3.252 -2.987  0.00
O -0.084 -2.193 7.161  0.00
H -8.155 2.005 -0.926  0.03
N 2.583 -0.003 0.234  0.00
N -3.482 1.710 -1.497  0.18
H 5.484 0.581 -2.361  0.00
C 2.929 2.928 -0.384  0.00
C -1.238 -4.063 -2.034  -0.02
H 0.401 -2.648 -2.121  -0.01
H 4.735 -4.309 -1.829  0.00
C -7.714 1.470 -1.775  -0.01
C 4.269 -3.419 -1.419  0.00
H 1.353 2.656 4.746  0.00

Computed properties:
F_max: 0.55 eV/Å
HOMO (alpha / beta): -2.21 / -0.78 eV
charge: -2
DFT total energy: -179737.6284 eV
orbital gap (alpha / beta): 0.2095 / 0.1562 Eh
spin multiplicity: 4

=====

[2]
C41H34BrF9O7SSi | the ωB97M-V functional and the def2-TZVPD basis

Each line ends with the Löwdin charge.
CARTESIAN COORDINATES (ANGSTROEM)
O 5.378 -0.427 -3.067  0.11
S -3.254 -3.683 3.888  0.76
H -2.962 0.264 1.303  0.09
C 8.243 1.751 -3.337  -0.08
C -8.197 2.039 -5.716  -0.06
H 3.604 -1.614 2.206  0.12
H 1.404 -2.542 6.224  0.04
H 6.390 4.968 -1.482  0.12
H 1.137 -2.252 1.145  0.12
C 4.446 4.106 -1.193  -0.06
H -5.288 -2.691 0.739  0.08
O 8.407 3.955 -2.519  0.11
C 2.747 0.982 4.842  -0.15
C -5.461 -1.203 -0.790  0.00
C -5.891 -2.306 -0.073  -0.04
C -0.974 0.518 0.569  -0.73
C 1.478 -1.461 6.181  -0.15
H -6.728 3.599 -5.857  0.11
C 9.284 -0.521 -4.544  -0.06
C 6.052 0.575 -2.969  -0.28
C -8.589 0.888 -5.055  0.00
H 0.475 -1.066 6.098  0.02
C -6.632 1.037 -3.654  -0.08
H -0.652 3.542 -1.481  0.04
O 1.905 -1.418 3.363  -0.21
F -1.242 -2.469 2.653  0.12
H 2.822 -0.031 2.174  0.11
H -7.439 -3.774 0.174  0.11
C -6.246 2.194 -4.318  0.00
H 4.189 -2.708 4.667  0.04
H -9.497 0.375 -5.336  0.12
C -5.769 0.505 -2.561  -0.27
F -3.208 -2.093 1.758  0.06
C -2.532 -2.193 2.936  -0.39
H 1.807 1.493 5.026  0.03
C 4.173 1.839 -1.947  0.00
C 3.648 2.980 -1.368  -0.05
O -9.287 -1.410 -3.623  0.11
H 4.599 -1.616 6.004  0.03
C 1.243 -0.287 0.304  -0.53
H 2.614 2.990 -1.049  0.10
F -2.367 -0.951 4.975  0.10
C -1.701 0.235 3.072  -0.04
C 9.540 1.763 -3.834  0.00
F -3.812 -4.906 4.702  -0.11
H 10.136 2.660 -3.745  0.12
F -4.209 -2.730 4.705  -0.12
Br -1.485 -0.956 -0.653  0.89
F -2.113 -3.524 4.962  -0.12
H -1.829 1.064 3.758  0.14
C 5.499 1.819 -2.363  -0.08
C 2.644 -1.107 2.191  -0.23
C -8.268 -0.837 -3.298  -0.28
C -2.653 -0.818 3.646  -0.44
C 7.710 2.974 -2.671  -0.28
O 1.550 0.149 -0.753  0.15
C -0.954 2.677 -0.947  0.16
Si 2.578 -0.881 4.802  0.42
O -4.723 1.046 -2.272  0.10
H 2.601 -1.866 0.209  0.13
H 4.035 4.996 -0.734  0.11
C -7.099 -2.918 -0.393  -0.05
H -8.803 2.430 -6.522  0.11
H -0.682 -0.113 3.188  0.12
H -8.804 -2.910 -1.697  0.12
C -6.235 -0.706 -1.829  -0.08
C 6.295 2.956 -2.203  -0.08
C 7.990 -0.536 -4.055  0.00
C -7.437 -1.332 -2.164  -0.08
C -7.813 0.387 -4.018  -0.08
C 7.461 0.601 -3.458  -0.08
H -2.245 1.767 1.698  0.12
O 0.315 0.351 1.112  -0.02
H 11.065 0.644 -4.832  0.11
C -7.867 -2.436 -1.439  0.00
C -0.960 1.713 -0.270  -0.16
C 5.766 4.095 -1.610  -0.01
C 1.872 -1.492 0.913  -0.04
F -2.342 -4.672 3.055  -0.12
H -4.526 -0.720 -0.549  0.08
F -4.411 -3.900 2.826  -0.14
H 4.988 -1.166 4.329  0.03
C -7.028 2.695 -5.343  -0.06
C 4.275 -1.670 4.971  -0.15
F -3.942 -0.382 3.520  0.11
H 9.694 -1.406 -5.011  0.11
H 1.881 -1.119 7.131  0.04
H 3.414 1.230 5.663  0.03
H 7.382 -1.426 -4.136  0.12
H -5.334 2.696 -4.026  0.12
C 10.057 0.631 -4.440  -0.06
H 3.552 0.964 -2.079  0.11
H 3.187 1.394 3.939  0.03
C -2.046 0.706 1.664  -0.13

Computed properties:
F_max: 2.10 eV/Å
HOMO: -9.75 eV
charge: 0
SMILES: C#C[C@](Br)(CCC(F)(F)C(F)(F)S(F)(F)(F)(F)F)OC(=O)CCO[Si](C)(C)C.O=C1c2ccccc2C(=O)c2ccccc21.O=C1c2ccccc2C(=O)c2ccccc21
DFT total energy: -170613.4135 eV
orbital gap: 0.3258 Eh
spin multiplicity: 1

=====

[3]
C41H34BrHgN8O2 | the ωB97M-V functional and the def2-TZVPD basis

Each line ends with the Mulliken spin population.
CARTESIAN COORDINATES (ANGSTROEM)
H -3.954 4.283 0.141  0.00
C -4.027 -1.026 3.025  0.01
H 5.704 1.200 -3.151  0.01
C -3.009 3.854 -0.156  0.00
N 3.605 -0.124 -0.876  0.09
C 0.212 3.779 1.974  0.00
H -4.271 -3.081 2.448  0.00
H 1.104 -2.439 -5.623  0.00
C -2.248 -2.445 2.204  0.01
H 0.250 2.281 3.492  0.00
C -3.187 -2.543 -1.156  0.00
H -1.091 0.665 2.789  0.00
C 4.017 -1.408 -0.886  -0.03
H -4.188 -2.134 -1.223  0.00
H -5.064 -0.884 3.307  0.00
C 0.099 6.055 2.772  0.00
C 1.955 -2.884 1.535  -0.15
H 1.677 2.471 -1.011  0.00
H -1.924 -3.404 1.818  0.00
H -1.289 2.575 -3.192  0.00
C -3.112 0.020 3.115  -0.01
H 0.415 -3.470 -4.362  0.00
N 0.012 -1.506 1.925  0.05
H -0.492 -0.054 -4.898  0.00
C -0.267 2.807 -0.494  -0.01
H 6.509 -1.196 -3.192  0.00
H -3.438 0.995 3.462  0.00
H -0.632 -2.348 -5.275  0.00
C 5.699 -0.894 -2.535  -0.01
H -0.512 -3.317 3.838  -0.01
C -2.751 2.508 -0.117  0.00
C -2.955 -3.895 -1.288  0.00
C -0.716 4.198 -0.909  0.00
O 1.045 1.743 1.190  0.01
Hg 0.956 -0.548 -0.428  -0.02
C 1.187 -4.583 3.628  0.11
C 0.719 -2.616 2.220  0.12
H 0.038 3.881 5.363  0.00
C -1.298 -1.400 2.299  -0.02
C 4.203 0.744 -1.685  -0.04
C -0.639 -3.460 -0.977  -0.02
C -1.790 -0.159 2.753  0.01
C 0.201 1.023 -3.219  0.00
N -0.864 -2.160 -0.842  0.01
H -0.803 2.045 -4.820  0.00
H 3.807 1.757 -1.668  0.00
H 0.222 5.520 0.710  0.00
O 1.441 -1.759 -2.860  -0.01
H 0.886 -5.226 4.450  0.01
C 2.751 -3.974 1.926  0.18
H -3.780 -4.576 -1.463  0.00
N 3.474 -2.353 -0.090  0.28
C -0.449 2.255 -3.812  0.00
H 0.401 -3.764 -0.914  0.02
C -2.109 -1.681 -0.910  0.00
C -1.654 -4.379 -1.187  -0.01
C -2.333 -0.253 -0.751  0.00
N 0.784 2.414 -1.487  0.00
H 3.015 -5.663 3.225  0.00
C 5.257 0.440 -2.523  0.10
C 0.391 -3.512 3.273  -0.04
C 0.094 -0.153 -3.994  0.00
H 0.020 4.800 -1.425  0.00
C 0.180 5.149 1.723  0.00
C 0.388 2.725 0.906  0.02
C 2.381 -4.828 2.949  -0.06
H -3.544 1.838 0.197  0.00
C 0.179 3.341 3.297  0.00
C -1.510 1.917 -0.425  0.00
C 5.087 -1.813 -1.731  0.04
H -1.429 -5.433 -1.272  0.00
C 0.034 5.607 4.082  0.00
N -1.361 0.573 -0.556  0.00
H 5.369 -2.857 -1.731  0.01
C 0.354 -2.487 -4.829  0.00
C -3.573 -2.255 2.555  0.00
H 0.076 7.117 2.557  0.00
H -0.042 6.316 4.898  0.00
N 2.343 -2.037 0.517  0.31
C 0.077 4.243 4.343  0.00
H -3.364 0.083 -0.859  0.00
C -1.954 4.650 -0.684  0.00
H 0.256 3.085 -3.832  0.00
N 0.769 1.101 -2.035  0.00
H 3.674 -4.124 1.386  0.01
Br -2.364 6.468 -1.162  0.00
C 0.672 -1.422 -3.775  0.00

Computed properties:
F_max: 0.31 eV/Å
HOMO (alpha / beta): -0.39 / -1.00 eV
charge: -2
DFT total energy: -133299.5822 eV
orbital gap (alpha / beta): 0.1587 / 0.1809 Eh
spin multiplicity: 2

=====

[4]
C41H34CrN6OPS | the ωB97M-V functional and the def2-TZVPD basis

Each line ends with the Mulliken spin population.
CARTESIAN COORDINATES (ANGSTROEM)
C 2.766 1.577 5.222  0.00
C -1.462 3.550 1.556  -0.01
C -0.636 -2.509 0.728  0.04
H -3.071 3.165 -4.296  0.00
C -3.444 3.908 3.467  0.00
H -0.589 -4.151 1.932  0.00
H -1.927 -2.835 5.300  0.00
H 0.359 -0.950 -3.556  0.00
C 4.264 -0.391 -2.500  -0.03
H -3.687 5.866 2.625  0.00
Cr 0.633 0.199 0.351  3.17
H 3.971 1.413 3.453  0.00
C 0.423 -3.896 -2.226  0.00
N -1.399 -1.927 -0.145  -0.01
H 2.075 2.074 1.132  0.01
H -3.054 -5.266 -3.729  0.00
C 6.616 -0.813 -2.868  -0.01
C 0.394 1.469 4.889  0.00
C -3.527 -2.317 3.968  0.00
H -0.433 -1.056 4.499  0.00
C 2.968 1.420 3.861  0.01
C -1.382 3.770 -3.096  0.01
H -0.695 3.404 0.806  0.01
C -1.105 -2.476 -3.940  0.00
C -1.720 -0.083 -1.385  0.05
C 7.548 -0.776 -5.133  0.00
H -4.217 4.047 4.211  0.00
C -2.438 1.639 -2.933  0.00
C 1.878 1.283 3.012  0.00
C 6.432 -0.648 -4.240  0.01
H 5.026 -0.239 -5.809  0.00
C 5.540 -0.687 -2.010  0.02
C -2.757 2.707 3.403  0.00
C -2.372 2.882 -3.522  0.00
S 0.814 -1.874 1.460  -0.05
H -0.969 -5.507 -2.485  0.00
C -1.760 2.519 2.445  0.01
H 5.676 -0.824 -0.946  0.00
C 0.043 -1.970 -3.353  0.01
N 0.805 -2.655 -2.507  0.00
H 3.107 -0.014 -4.264  0.00
P -0.778 0.988 2.344  -0.01
C 1.477 1.618 5.738  0.00
C 4.093 -0.234 -3.880  0.02
N 8.444 -0.876 -5.847  0.00
C 0.581 1.273 3.523  -0.01
C -3.113 -0.446 2.519  0.00
H -1.309 4.751 -3.549  0.00
C 2.188 -0.142 -0.883  -0.16
H -2.542 -4.657 -5.302  0.00
H -3.198 0.932 -3.247  0.00
C -1.505 -3.775 -3.644  0.00
H 2.973 0.731 1.361  0.00
C -2.154 4.751 1.623  0.00
C -2.735 -4.374 -4.266  0.00
C -3.948 -1.459 2.960  0.00
C -1.426 -1.150 4.079  0.00
H -1.684 -1.857 -4.617  0.00
H 1.040 -4.437 -1.516  0.00
N -0.983 -3.778 1.088  0.00
H 0.284 4.098 -1.781  0.00
C -1.850 -0.275 3.085  0.00
C -1.542 1.245 -1.927  0.05
H -0.613 1.487 5.290  0.00
H -3.560 -3.661 -4.270  0.00
H 1.321 1.758 6.799  0.00
H -1.923 5.540 0.920  0.00
C -3.144 4.931 2.577  0.00
N -0.976 -0.660 -0.511  -0.11
C 3.150 -0.262 -1.617  0.09
H 3.619 1.681 5.880  0.00
C -0.544 2.151 -1.490  -0.01
H -4.180 -3.107 4.315  0.00
H -3.448 0.212 1.725  0.00
C -2.265 -2.163 4.522  0.00
C 5.164 -0.360 -4.743  -0.01
H 7.600 -1.043 -2.483  0.00
H -1.899 -4.089 0.812  0.00
N 2.079 1.159 1.585  -0.05
H -4.926 -1.582 2.513  0.00
C -0.709 -4.493 -2.763  0.00
O 0.306 1.885 -0.530  -0.06
C -0.491 3.416 -2.107  0.01
H -2.563 -0.664 -1.754  0.00
H -3.007 1.909 4.091  0.00

Computed properties:
F_max: 0.29 eV/Å
HOMO (alpha / beta): -7.35 / -7.48 eV
charge: 0
DFT total energy: -102603.5788 eV
orbital gap (alpha / beta): 0.2788 / 0.2709 Eh
spin multiplicity: 4

=====

[5]
C41H34F3N2O13P | the ωB97M-V functional and the def2-TZVPD basis

Each line ends with the Löwdin charge.
CARTESIAN COORDINATES (ANGSTROEM)
H -1.293 -0.795 -3.825  0.12
H 8.563 2.226 -1.868  0.12
C -3.797 1.270 -2.634  -0.37
C 3.602 6.563 0.887  -0.39
C 4.593 8.687 0.168  0.02
C -2.563 0.440 -2.665  0.03
O 6.895 8.951 0.573  0.11
H 4.965 5.133 1.833  0.12
H -5.480 1.980 -3.845  0.12
O -5.834 -7.512 1.611  0.11
C -4.831 -9.119 0.214  0.02
O -2.628 -0.653 -6.043  0.10
H 1.669 -0.335 2.935  0.06
C 8.508 0.338 -4.765  -0.39
H 0.443 0.137 4.065  0.08
C 7.818 -1.046 -2.860  0.02
C -5.837 -1.415 4.286  -0.22
C 4.925 6.118 1.387  0.01
C 8.683 1.497 -3.854  0.02
H 6.179 0.935 0.886  0.11
C 3.801 3.036 -0.590  0.02
F -3.106 -1.628 0.680  0.18
C 5.124 2.590 -0.090  -0.38
C -4.995 -2.091 3.326  -0.32
C 2.811 0.913 0.127  -0.36
H -5.153 1.487 3.121  0.12
O 2.622 5.852 0.980  0.09
C -0.274 -0.262 2.051  -0.21
H -2.001 0.372 -1.743  0.09
C -4.437 0.813 2.663  -0.15
H 4.554 9.673 -0.279  0.12
C 5.999 6.896 1.286  0.03
N -7.606 -2.399 1.172  0.22
C -2.186 -0.185 -3.779  0.02
O 7.777 0.020 -0.762  0.09
H 2.545 8.214 -0.090  0.12
C -5.088 -7.735 0.682  -0.39
C 8.057 -0.942 -4.164  0.02
C -3.400 1.735 2.005  -0.07
H 9.012 2.421 -4.311  0.12
H 3.761 4.021 -1.036  0.12
H -3.827 2.331 1.211  0.12
H 7.488 -1.970 -2.402  0.12
C -5.193 -1.586 1.873  -0.30
H -0.701 -1.191 1.683  0.11
C -4.220 -2.288 0.889  -0.63
H -3.068 -6.082 -1.584  0.12
H 0.586 -1.578 3.545  0.07
H -2.934 -3.570 4.216  0.04
H -4.805 0.140 0.657  0.12
H 1.753 2.564 -0.848  0.13
H -6.235 0.270 1.599  0.13
P -3.228 -2.218 3.945  0.78
C 4.131 0.465 0.627  0.03
H 4.169 -0.521 1.072  0.12
O 8.724 0.434 -5.952  0.11
O -2.574 -8.479 -2.447  0.11
C 8.444 1.393 -2.549  0.02
C -2.151 1.027 1.562  -0.50
H -2.366 -1.648 2.983  0.02
F -4.828 -2.355 -0.300  0.16
C 5.918 8.242 0.667  -0.39
C -3.321 -8.258 -1.519  -0.39
C -3.580 -6.874 -1.051  0.03
C 0.648 -0.538 3.244  -0.04
N -6.471 -0.744 4.996  0.21
C -4.012 -9.361 -0.806  0.02
H -3.966 0.288 3.493  0.09
C -5.205 -0.056 1.650  -0.08
H -3.811 -10.363 -1.163  0.12
O -3.089 -1.424 5.186  -0.42
F -3.981 -3.547 1.238  0.15
H -4.600 -5.632 0.325  0.10
C 7.994 0.113 -1.952  -0.38
C -4.203 0.748 -4.999  0.02
H -4.764 0.812 -5.923  0.12
C -4.398 -6.632 -0.031  0.02
C 2.727 2.258 -0.490  0.04
C -4.585 1.373 -3.889  0.02
H -5.338 -3.128 3.324  0.13
O -4.156 1.843 -1.628  0.10
H -5.343 -9.910 0.747  0.12
C 5.206 1.243 0.528  0.02
C -6.529 -2.082 1.470  -0.17
H 7.936 -1.776 -4.844  0.12
H -3.108 2.430 2.794  0.13
H 6.973 6.589 1.644  0.13
O -1.364 0.566 2.530  0.00
O -1.915 0.898 0.380  0.08
H 0.306 0.255 1.288  0.08
C 3.519 7.908 0.269  0.02
O 1.827 0.203 0.220  0.08
C -2.973 -0.081 -5.031  -0.39
O 6.104 3.300 -0.184  0.10

Computed properties:
F_max: 2.67 eV/Å
HOMO: -10.13 eV
charge: 0
SMILES: CCOC(=O)CCC[C@](C#N)([C@H](C#N)[PH2]=O)C(F)(F)F.O=C1C=CC(=O)C=C1.O=C1C=CC(=O)C=C1.O=C1C=CC(=O)C=C1.O=C1C=CC(=O)C=C1.O=C1C=CC(=O)C=C1
DFT total energy: -90100.6433 eV
orbital gap: 0.3031 Eh
spin multiplicity: 1